Entry 1:
A 2-piece molecular cluster, C5H12N2O overall in a non-equilibrium geometry. Source: the OMol25 dataset; level of theory: wB97M-V/def2-TZVPD.

Properties
**HOMO level**: -8.875 eV
**Maximum force**: 0.036 Eh/bohr
**Multiplicity**: 1
**Frontier orbital gap**: 9.6 eV
**SMILES**: [H]/N=C\N(C)C.CC=O

Last column: Löwdin charge in e.
Atoms and positions in Å:
1 H 2.43435 -0.11682 1.14798  0.0274
2 N 2.57274 -0.33460 0.15910  0.0808
3 C 1.55033 0.04015 -0.52344  -0.3222
4 N 0.46471 0.81073 -0.10759  -0.2333
5 C -0.38996 1.44270 -1.10759  -0.0818
6 C 0.48445 1.48047 1.19001  -0.0680
7 H 1.56255 -0.12527 -1.61437  0.1214
8 H -1.37490 1.66735 -0.68477  0.0862
9 H -0.55329 0.77212 -1.95731  0.0767
10 H 0.05707 2.36983 -1.47768  0.0864
11 H 0.55410 0.74718 1.99775  0.0756
12 H -0.42714 2.06236 1.35928  0.0893
13 H 1.34066 2.15915 1.25832  0.0912
14 C -1.59897 -1.86736 -0.44729  -0.0611
15 C -0.63743 -1.79819 0.70222  -0.3316
16 O -0.96223 -1.47962 1.84052  0.0104
17 H -2.01769 -2.87394 -0.50800  0.0850
18 H -1.06972 -1.64730 -1.37717  0.0644
19 H -2.39806 -1.13528 -0.30150  0.0836
20 H 0.40844 -2.17367 0.45152  0.1193

Cartesian forces (eV/Å) of the 6 atoms listed first:
0.192 0.125 -0.069
-1.126 -0.152 -0.245
0.483 1.252 0.161
-0.224 -0.321 -0.104
0.158 -0.268 -0.124
0.331 -0.357 0.037



Entry 2:
C5H12N2O as an isolated structure in a non-equilibrium geometry. Source: the OMol25 dataset; level of theory: wB97M-V/def2-TZVPD.

Properties
**HOMO level**: -8.454 eV
**Maximum force**: 0.071 Eh/bohr
**Multiplicity**: 1
**Frontier orbital gap**: 9.3 eV

Last column: Löwdin charge in e.
Atoms and positions in Å:
1 C -0.00816 1.32234 2.08665  -0.0803
2 N 0.47905 0.74923 0.83625  -0.2503
3 N 1.65765 1.32287 0.30061  0.0242
4 C -0.75184 0.73849 -0.72028  -0.3182
5 O -1.84239 1.20973 -0.50664  -0.0163
6 H 1.61118 2.34222 0.34478  0.0915
7 H 2.45425 1.02484 0.85499  0.0767
8 H -0.04010 1.08404 -1.48485  0.1118
9 H -0.16005 2.40550 2.00869  0.0847
10 H -0.96035 0.85623 2.33057  0.0864
11 H 0.72962 1.13837 2.86943  0.0749
12 C 0.62099 -1.64231 -1.54312  -0.0960
13 C -0.58068 -1.08276 -0.83369  -0.3141
14 C -1.71589 -1.76430 -0.68527  0.0361
15 H 0.08877 -0.29553 0.54527  0.1481
16 H 0.50085 -2.70050 -1.78585  0.0741
17 H 0.82421 -1.08483 -2.46111  0.0779
18 H 1.51049 -1.52665 -0.91838  0.0664
19 H -2.60797 -1.28009 -0.30453  0.0607
20 H -1.80962 -2.81690 -0.93353  0.0616

Cartesian forces (eV/Å) of the 6 atoms listed first:
0.226 -0.316 -0.394
-1.449 -0.957 -0.609
0.235 -1.017 0.193
-0.969 -2.612 -1.178
0.405 -0.057 0.347
-0.334 -0.320 0.012



Entry 3:
A 2-piece molecular cluster, C5H12N2O overall. Source: the OMol25 dataset; level of theory: wB97M-V/def2-TZVPD.

Properties
**HOMO level**: -8.906 eV
**Maximum force**: 0.007 Eh/bohr
**Multiplicity**: 1
**Frontier orbital gap**: 9.7 eV
**SMILES**: C=CN=C.CNCO

Last column: Löwdin charge in e.
Atoms and positions in Å:
1 C -2.50187 0.11012 -1.99711  0.0113
2 C -1.67925 0.16748 -0.95976  -0.2426
3 N -1.96400 -0.33682 0.32041  -0.0309
4 C -3.06520 -0.03553 0.85316  -0.0212
5 H -3.48537 -0.34509 -1.92573  0.0586
6 H -2.16784 0.48291 -2.95153  0.0496
7 H -0.66001 0.53041 -1.06048  0.0881
8 H -3.32956 -0.45863 1.81808  0.0754
9 H -3.77403 0.64083 0.36962  0.0825
10 C 3.00198 0.77195 -0.22925  -0.1446
11 N 1.83128 -0.07569 -0.08739  -0.1211
12 C 1.62592 -0.50684 1.28469  -0.3484
13 O 0.61057 -1.45874 1.36851  -0.0645
14 H 2.89432 1.68120 0.35989  0.0755
15 H 3.11222 1.06240 -1.27291  0.0735
16 H 3.93251 0.27561 0.07187  0.0733
17 H 1.92962 -0.89699 -0.67010  0.1084
18 H 2.53333 -0.96317 1.70308  0.1185
19 H 1.39377 0.38638 1.87710  0.1199
20 H -0.23840 -1.03180 1.12786  0.0386

Cartesian forces (eV/Å) of the 6 atoms listed first:
-0.109 -0.084 0.052
0.309 0.054 -0.114
0.155 -0.056 0.084
-0.238 0.014 0.122
0.105 0.059 -0.032
-0.072 0.008 -0.133



Entry 4:
The molecule C5H12N2O in a non-equilibrium geometry. Source: the OMol25 dataset; level of theory: wB97M-V/def2-TZVPD.

Properties
**HOMO level**: -9.190 eV
**Maximum force**: 0.074 Eh/bohr
**Multiplicity**: 1
**Frontier orbital gap**: 10.0 eV
**SMILES**: CCCC(=O)NCN

Last column: Löwdin charge in e.
Atoms and positions in Å:
1 C -2.70083 0.63961 1.38192  -0.1101
2 C -1.34400 0.18718 0.80916  -0.2455
3 C -0.82976 1.25895 -0.18766  -0.1251
4 C 0.54030 0.95594 -0.74358  -0.4623
5 O 1.32904 1.61962 -1.39726  0.0335
6 N 0.94337 -0.39245 -0.62790  0.0353
7 C 2.19961 -0.95745 -1.19855  -0.2524
8 N 2.82615 -1.90835 -0.30954  0.0058
9 H -2.76931 0.71090 2.45226  0.0579
10 H -3.02550 1.63000 0.99273  0.0763
11 H -3.54798 0.01722 1.06888  0.0693
12 H -1.51002 -0.77712 0.27916  0.1046
13 H -0.51757 0.12609 1.52570  0.1128
14 H -0.84558 2.18331 0.40318  0.1245
15 H -1.38099 1.44940 -1.11639  0.1327
16 H 0.34424 -1.14675 -0.34314  0.0947
17 H 1.85569 -1.49075 -2.09187  0.1138
18 H 2.78947 -0.14779 -1.57171  0.1060
19 H 2.26194 -2.51431 0.27220  0.0616
20 H 3.38172 -1.44325 0.40243  0.0667

Cartesian forces (eV/Å) of the 6 atoms listed first:
-0.851 0.576 -0.657
-0.618 0.354 -1.286
0.470 0.245 0.217
2.199 -2.948 -0.932
-1.079 1.575 0.595
0.085 0.377 0.364



Entry 5:
A 2-piece molecular cluster, C5H12N2O overall. Source: the OMol25 dataset; level of theory: wB97M-V/def2-TZVPD.

Properties
**HOMO level**: -9.363 eV
**Maximum force**: 0.010 Eh/bohr
**Multiplicity**: 1
**Frontier orbital gap**: 10.2 eV
**SMILES**: CNC(N)=O.C=CC

Last column: Löwdin charge in e.
Atoms and positions in Å:
1 C 2.52440 1.01001 0.20974  -0.0778
2 N 1.56073 0.13134 0.82161  -0.0004
3 C 0.38544 0.59525 1.32568  -0.6647
4 N -0.35500 -0.35883 1.98871  0.1530
5 O 0.02620 1.75015 1.23222  0.0307
6 H 3.42970 1.09469 0.81614  0.0810
7 H 2.05685 1.98987 0.12757  0.0828
8 H 2.79304 0.64983 -0.78544  0.0775
9 H 1.83924 -0.81702 1.00956  0.1309
10 H -1.30280 -0.08201 2.18799  0.1027
11 H -0.23806 -1.32533 1.73425  0.0807
12 C -0.98406 -1.81414 -1.01484  -0.0402
13 C -0.91589 -0.55313 -1.40084  -0.2564
14 C -1.99023 0.45868 -1.19858  -0.1027
15 H -0.17860 -2.51043 -1.18176  0.0467
16 H -1.86069 -2.21051 -0.52647  0.0541
17 H -0.02461 -0.18518 -1.89315  0.0946
18 H -1.62396 1.25886 -0.55520  0.0595
19 H -2.87239 0.01149 -0.74559  0.0739
20 H -2.26931 0.90642 -2.15161  0.0740

Cartesian forces (eV/Å) of the 6 atoms listed first:
0.018 0.098 -0.072
0.267 -0.239 -0.023
0.070 -0.474 0.152
-0.160 -0.070 0.272
-0.170 0.509 -0.043
-0.022 0.042 -0.046



Entry 6:
The molecule C5H12N2O in a non-equilibrium geometry. Source: the OMol25 dataset; level of theory: wB97M-V/def2-TZVPD.

Properties
**HOMO level**: -8.959 eV
**Maximum force**: 0.032 Eh/bohr
**Multiplicity**: 1
**Frontier orbital gap**: 9.8 eV
**SMILES**: C[C@@H](N)CCC(N)=O

Last column: Löwdin charge in e.
Atoms and positions in Å:
1 C 1.51463 2.07740 -0.31374  -0.0789
2 C 1.25029 0.61733 0.04566  -0.4691
3 N 1.06319 0.48562 1.48875  0.0410
4 C 0.06312 0.04515 -0.73176  -0.1799
5 C -0.25874 -1.38937 -0.38245  -0.1106
6 C -1.65531 -1.82538 0.08154  -0.5482
7 N -2.67020 -0.91831 -0.00314  0.1640
8 O -1.81302 -2.93196 0.54871  0.0397
9 H 0.69688 2.70000 0.03843  0.0722
10 H 2.45172 2.40790 0.14000  0.0756
11 H 1.57730 2.20826 -1.39915  0.0730
12 H 2.14667 0.04185 -0.20367  0.1385
13 H 0.13257 0.65125 1.82337  0.0759
14 H 1.74137 -0.04949 1.99046  0.0689
15 H 0.30885 0.16927 -1.78351  0.1144
16 H -0.75763 0.73660 -0.50734  0.0993
17 H 0.36896 -1.88427 0.35526  0.1184
18 H -0.14362 -2.01867 -1.27144  0.1239
19 H -2.46483 0.00052 -0.34819  0.0731
20 H -3.55220 -1.12368 0.43220  0.1088

Cartesian forces (eV/Å) of the 6 atoms listed first:
0.072 -0.235 -0.458
0.261 -0.050 0.798
0.290 0.511 -0.994
0.407 0.671 0.443
-0.848 -1.253 -0.667
0.150 0.607 0.507



Entry 7:
A 2-piece molecular cluster, C5H12N2O overall in a non-equilibrium geometry. Source: the OMol25 dataset; level of theory: wB97M-V/def2-TZVPD.

Properties
**HOMO level**: -7.718 eV
**Maximum force**: 0.079 Eh/bohr
**Multiplicity**: 1
**Frontier orbital gap**: 8.4 eV
**SMILES**: CN(C)CO.CC#N

Last column: Löwdin charge in e.
Atoms and positions in Å:
1 C 0.15530 -1.48308 -0.07893  -0.1219
2 N 0.63326 -0.15198 -0.34907  -0.2771
3 C 1.34850 0.63476 0.61807  -0.1331
4 C 0.69911 0.29549 -1.90165  -0.1903
5 O 1.46739 -0.63768 -2.58245  -0.0575
6 H -0.92503 -1.48627 -0.27099  0.0640
7 H 0.56836 -2.18480 -0.80248  0.0708
8 H 0.34403 -1.79942 0.94860  0.0852
9 H 1.38182 0.15047 1.59573  0.0805
10 H 2.34102 0.88676 0.24372  0.0695
11 H 0.83587 1.60152 0.70014  0.0635
12 H -0.31252 0.23066 -2.31347  0.1092
13 H 1.11128 1.30321 -1.99610  0.1183
14 H 2.37209 -0.60693 -2.25061  0.0954
15 C -2.04603 0.30240 1.81345  -0.0705
16 C -1.66343 0.86904 0.51925  -0.3019
17 N -1.87605 1.62756 -0.34997  0.1564
18 H -2.27054 -0.76033 1.70966  0.0759
19 H -1.23229 0.41963 2.53106  0.0782
20 H -2.93213 0.78898 2.21605  0.0854

Cartesian forces (eV/Å) of the 6 atoms listed first:
-0.340 0.514 -0.990
0.303 0.971 -2.457
-0.384 0.571 -0.936
-0.277 -1.562 3.445
0.357 -0.283 -0.665
-0.202 -0.368 0.253



Entry 8:
The molecule C5H12N2O in a non-equilibrium geometry. Source: the OMol25 dataset; level of theory: wB97M-V/def2-TZVPD.

Properties
**HOMO level**: -9.520 eV
**Maximum force**: 0.042 Eh/bohr
**Multiplicity**: 1
**Frontier orbital gap**: 10.4 eV
**SMILES**: [H]/N=C(/C)[C@@H](C)N(C)O

Last column: Löwdin charge in e.
Atoms and positions in Å:
1 H -0.82980 1.83870 -0.83493  0.0331
2 N -0.00941 1.73574 -1.44940  0.1435
3 C 0.60055 0.66073 -1.05987  -0.3818
4 C 1.82610 0.21668 -1.82228  -0.0469
5 C 0.16024 -0.18650 0.14330  -0.3229
6 C 1.12918 0.12526 1.29278  -0.0454
7 N -1.22436 0.08778 0.63913  -0.1861
8 C -1.79624 -1.16574 1.16450  -0.0844
9 O -2.11005 0.38673 -0.47406  -0.0907
10 H 1.51418 -0.27783 -2.74590  0.0836
11 H 2.42202 -0.48366 -1.23250  0.0664
12 H 2.44274 1.08577 -2.06736  0.0823
13 H 0.26359 -1.23730 -0.15573  0.1381
14 H 1.23902 1.20769 1.43592  0.0915
15 H 2.12674 -0.27486 1.08185  0.0765
16 H 0.80290 -0.30820 2.24363  0.0730
17 H -2.78348 -0.97380 1.59795  0.0839
18 H -1.17313 -1.59816 1.95352  0.0828
19 H -1.91724 -1.91644 0.37219  0.0891
20 H -2.68352 1.07738 -0.08274  0.1146

Cartesian forces (eV/Å) of the 6 atoms listed first:
0.501 0.255 -0.595
0.808 -1.485 1.151
-1.225 1.705 -0.570
-0.025 -0.088 0.395
-0.017 0.613 -0.299
0.255 -0.039 0.219



Repeat the second record exactly.
C5H12N2O as an isolated structure in a non-equilibrium geometry. Source: the OMol25 dataset; level of theory: wB97M-V/def2-TZVPD.

Properties
**HOMO level**: -8.454 eV
**Maximum force**: 0.071 Eh/bohr
**Multiplicity**: 1
**Frontier orbital gap**: 9.3 eV

Last column: Löwdin charge in e.
Atoms and positions in Å:
1 C -0.00816 1.32234 2.08665  -0.0803
2 N 0.47905 0.74923 0.83625  -0.2503
3 N 1.65765 1.32287 0.30061  0.0242
4 C -0.75184 0.73849 -0.72028  -0.3182
5 O -1.84239 1.20973 -0.50664  -0.0163
6 H 1.61118 2.34222 0.34478  0.0915
7 H 2.45425 1.02484 0.85499  0.0767
8 H -0.04010 1.08404 -1.48485  0.1118
9 H -0.16005 2.40550 2.00869  0.0847
10 H -0.96035 0.85623 2.33057  0.0864
11 H 0.72962 1.13837 2.86943  0.0749
12 C 0.62099 -1.64231 -1.54312  -0.0960
13 C -0.58068 -1.08276 -0.83369  -0.3141
14 C -1.71589 -1.76430 -0.68527  0.0361
15 H 0.08877 -0.29553 0.54527  0.1481
16 H 0.50085 -2.70050 -1.78585  0.0741
17 H 0.82421 -1.08483 -2.46111  0.0779
18 H 1.51049 -1.52665 -0.91838  0.0664
19 H -2.60797 -1.28009 -0.30453  0.0607
20 H -1.80962 -2.81690 -0.93353  0.0616

Cartesian forces (eV/Å) of the 6 atoms listed first:
0.226 -0.316 -0.394
-1.449 -0.957 -0.609
0.235 -1.017 0.193
-0.969 -2.612 -1.178
0.405 -0.057 0.347
-0.334 -0.320 0.012



What did the seventh record say?
A 2-piece molecular cluster, C5H12N2O overall in a non-equilibrium geometry. Source: the OMol25 dataset; level of theory: wB97M-V/def2-TZVPD.

Properties
**HOMO level**: -7.718 eV
**Maximum force**: 0.079 Eh/bohr
**Multiplicity**: 1
**Frontier orbital gap**: 8.4 eV
**SMILES**: CN(C)CO.CC#N

Last column: Löwdin charge in e.
Atoms and positions in Å:
1 C 0.15530 -1.48308 -0.07893  -0.1219
2 N 0.63326 -0.15198 -0.34907  -0.2771
3 C 1.34850 0.63476 0.61807  -0.1331
4 C 0.69911 0.29549 -1.90165  -0.1903
5 O 1.46739 -0.63768 -2.58245  -0.0575
6 H -0.92503 -1.48627 -0.27099  0.0640
7 H 0.56836 -2.18480 -0.80248  0.0708
8 H 0.34403 -1.79942 0.94860  0.0852
9 H 1.38182 0.15047 1.59573  0.0805
10 H 2.34102 0.88676 0.24372  0.0695
11 H 0.83587 1.60152 0.70014  0.0635
12 H -0.31252 0.23066 -2.31347  0.1092
13 H 1.11128 1.30321 -1.99610  0.1183
14 H 2.37209 -0.60693 -2.25061  0.0954
15 C -2.04603 0.30240 1.81345  -0.0705
16 C -1.66343 0.86904 0.51925  -0.3019
17 N -1.87605 1.62756 -0.34997  0.1564
18 H -2.27054 -0.76033 1.70966  0.0759
19 H -1.23229 0.41963 2.53106  0.0782
20 H -2.93213 0.78898 2.21605  0.0854

Cartesian forces (eV/Å) of the 6 atoms listed first:
-0.340 0.514 -0.990
0.303 0.971 -2.457
-0.384 0.571 -0.936
-0.277 -1.562 3.445
0.357 -0.283 -0.665
-0.202 -0.368 0.253



> Number 1 is which compound?

C5H12N2O



> What is the formula in the second record?

C5H12N2O